C39H35AsI2N2NiOP as an isolated structure in a non-equilibrium geometry. Source: the Open Molecules 2025 dataset; level of theory: ωB97M-V/def2-TZVPD.

Element x y z (Å)
Ni 11.8187 5.9339 10.5524
I 16.3399 10.8983 13.4776
C 15.4040 9.2876 12.4935
C 15.7997 8.9627 11.0850
C 15.3542 7.2756 9.8147
I 15.8549 7.0492 7.6834
C 14.3981 6.2012 10.3683
O 13.6596 5.4785 9.7074
C 13.6982 7.5470 12.2902
C 12.3563 7.2476 13.0923
N 11.5858 6.0842 12.5855
C 10.1405 6.0655 12.8914
C 9.2965 5.6666 11.7032
C 7.9034 5.6114 11.7323
C 7.2266 5.3033 10.5558
C 7.9698 5.0236 9.4035
C 9.3364 5.0538 9.4480
N 9.9810 5.4354 10.5626
C 14.4430 8.5679 13.0921
H 16.3627 9.7629 10.5953
H 11.7154 8.1623 13.0676
H 12.6797 7.0603 14.1167
H 12.0030 5.2158 12.9438
H 9.8609 7.0434 13.2743
H 9.9003 5.3221 13.6963
H 7.3412 5.8584 12.6589
H 6.1491 5.2932 10.5353
H 7.5091 4.7832 8.4565
H 9.9332 4.7559 8.6097
H 14.3115 8.6786 14.1511
C 11.3223 9.8451 10.4285
C 11.7902 10.5483 11.6849
As 11.7254 12.6105 11.7674
C 13.1816 12.9512 10.4996
C 13.0591 12.9490 9.0974
C 14.1487 13.1336 8.2833
C 15.4081 13.3509 8.8531
C 15.5708 13.3611 10.2407
C 14.4414 13.1829 11.0477
C 10.1783 13.1329 10.6372
C 10.1873 14.2995 9.9040
C 9.1293 14.6471 9.0548
C 8.0125 13.8299 9.0324
C 7.8986 12.7893 9.9282
C 8.9601 12.4341 10.7374
P 11.8734 8.1011 10.0316
C 11.4713 8.1197 8.2460
C 12.2289 7.3036 7.3902
C 11.9682 7.1828 6.0475
C 10.8545 7.8450 5.5362
C 10.0579 8.5905 6.3637
C 10.3683 8.7590 7.7172
C 13.4499 8.1211 10.9107
C 14.5162 6.1962 11.9165
C 15.9040 5.9798 12.3778
C 16.9011 6.6880 11.7972
C 16.5707 7.6314 10.7059
C 14.6300 8.5926 10.1891
H 11.6648 10.3917 9.5468
H 10.2264 9.8397 10.4363
H 12.8460 10.4270 11.8887
H 11.3120 10.2209 12.6025
H 12.0909 12.6311 8.6969
H 14.0588 13.1175 7.1828
H 16.2614 13.5521 8.1906
H 16.5641 13.4549 10.6686
H 14.5548 13.2342 12.1347
H 11.1033 14.9461 9.8700
H 9.1846 15.5278 8.4302
H 7.2586 13.9653 8.2823
H 6.9543 12.2794 10.0349
H 8.8341 11.6233 11.4692
H 13.1171 6.8188 7.7966
H 12.5142 6.4796 5.4110
H 10.6546 7.7749 4.4785
H 9.1871 9.1302 5.9949
H 9.6790 9.3438 8.3173
H 13.8756 5.3672 12.2650
H 16.0763 5.3086 13.2156
H 17.9369 6.6274 12.1163
H 17.4323 7.8505 10.0649
H 14.4220 9.3322 9.3488

Atoms 1-3, force components in eV/Å:
Ni 0.137 -0.550 -0.402
I -0.052 -0.543 -0.142
C -0.018 -0.427 0.185

Output
**⟨S²⟩**: 2.013
**Spin multiplicity**: 3
**Molecular weight**: 966.119 g/mol
**Total charge**: +1
**ΔE to the lowest compared entry with this formula, charge and spin**: 33.7 kcal/mol
**Gap between HOMO and LUMO (alpha / beta)**: 7.15 / 5.82 eV
**LUMO level (alpha / beta)**: -2.59 / -3.65 eV

Results of the Mulliken charge analysis, in e, for atoms 1 through 8: Ni -0.266; I 0.095; C -1.424; C -0.274; C -0.731; I 0.211; C -0.015; O -0.709

***

C39H36BrEuN6O6 as an isolated structure in a non-equilibrium geometry. Source: the Open Molecules 2025 dataset; level of theory: ωB97M-V/def2-TZVPD.

Element x y z (Å)
Eu 0.0932 0.2231 -0.4568
O 1.3525 -5.2298 0.6680
C 0.0990 -5.1317 0.1561
C -0.5942 -6.3154 -0.0894
C -1.8442 -6.2810 -0.6800
C -2.4148 -5.0711 -1.0576
C -1.7466 -3.8912 -0.7768
C -0.5113 -3.9102 -0.1354
C 0.1490 -2.6154 0.2675
O 0.6020 -1.8531 -0.7973
N -0.8225 -1.8209 1.0347
N -0.1833 -0.7056 1.6636
C -0.7730 -0.2728 2.8134
C -0.3230 0.7285 3.5554
Br -0.7568 2.6137 0.4545
C 0.1787 1.4347 4.5376
C 0.9980 0.8509 5.6260
C 1.1750 1.5628 6.8115
C 1.8603 1.0015 7.8794
C 2.3934 -0.2735 7.7727
C 2.2471 -0.9808 6.5859
C 1.5568 -0.4240 5.5226
H 1.8626 -4.4210 0.5021
H -0.1225 -7.2525 0.1773
H -2.3684 -7.2099 -0.8658
H -3.3710 -5.0528 -1.5651
H -2.1657 -2.9285 -1.0456
H 0.9970 -2.8465 0.9205
H -1.3049 -2.4216 1.6943
H -1.7132 -0.7379 3.1341
H -0.0007 2.5073 4.6083
H 0.7578 2.5593 6.9005
H 1.9711 1.5613 8.8001
H 2.9230 -0.7144 8.6079
H 2.6726 -1.9724 6.4911
H 1.4380 -0.9728 4.5960
C 2.7119 2.6659 0.0174
N 2.2542 1.8834 -1.1416
C 1.7882 2.8376 -2.1592
C 3.4237 1.1448 -1.6673
C 3.0962 -0.0501 -2.5310
C 3.2826 0.0818 -3.9100
C 3.1260 -0.9845 -4.7770
C 2.7930 -2.2339 -4.2692
C 2.6094 -2.3862 -2.9090
C 2.7457 -1.3106 -2.0309
H 3.5133 3.3576 -0.2762
H 3.0926 1.9991 0.7890
H 1.8851 3.2414 0.4251
H 2.5876 3.5439 -2.4217
H 0.9421 3.4006 -1.7677
H 1.4842 2.3126 -3.0616
H 4.0223 0.8141 -0.8229
H 4.0449 1.8323 -2.2547
H 3.5754 1.0481 -4.3065
H 3.2845 -0.8449 -5.8390
H 2.6935 -3.0855 -4.9292
H 2.3681 -3.3526 -2.4876
O -5.6413 3.8481 -4.5582
N -4.4610 3.5700 -4.6533
O -3.7335 4.0575 -5.4989
C -3.9016 2.6435 -3.6801
C -4.6736 2.3966 -2.5882
C -4.2495 1.5246 -1.5639
C -5.0675 1.2153 -0.4593
C -4.6180 0.3138 0.4617
C -3.3480 -0.2509 0.2862
N -2.5386 0.0590 -0.7036
C -2.9785 0.9303 -1.6329
C -2.1337 1.2101 -2.7704
N -0.9147 0.6223 -2.7903
C -0.2060 0.6855 -3.9029
C -0.6214 1.3875 -5.0275
C -1.8028 2.0842 -4.9864
C -2.6114 2.0139 -3.8330
H -5.6360 2.8825 -2.5170
H -6.0378 1.6879 -0.3693
H -5.2091 0.0338 1.3217
H -2.9807 -0.9900 0.9842
H 0.7346 0.1485 -3.9000
H -0.0054 1.3957 -5.9157
H -2.1220 2.6701 -5.8289
C 3.0136 -0.7830 1.5925
O 2.4802 -0.5560 0.2792
C 2.5662 -1.6760 -0.5763
O 2.9604 -2.7365 -0.1271
H 2.9606 0.1706 2.1119
H 4.0434 -1.1295 1.5175
H 2.4255 -1.5124 2.1421

Atoms 1-3, force components in eV/Å:
Eu -0.533 1.836 -2.546
O -0.921 -0.598 -0.475
C 1.658 4.446 0.555

Output
**⟨S²⟩**: 12.113
**Spin multiplicity**: 7
**Molecular weight**: 916.621 g/mol
**Total charge**: 0
**ΔE to the lowest compared entry with this formula, charge and spin**: 206.0 kcal/mol
**Gap between HOMO and LUMO (alpha / beta)**: 4.62 / 5.64 eV
**LUMO level (alpha / beta)**: -0.03 / -3.08 eV

Results of the Mulliken charge analysis, in e, for atoms 1 through 8: Eu 0.247; O -0.636; C 0.608; C -0.855; C -0.471; C -0.843; C -0.559; C -0.776

***

C39H36Cl3F9N2O4PSSiSn as an isolated structure. Source: the Open Molecules 2025 dataset; level of theory: ωB97M-V/def2-TZVPD.

Element x y z (Å)
Sn 0.3426 1.7661 -2.1427
C -0.2942 -5.4810 -2.6743
C -1.3722 -4.7626 -1.8495
C -2.7431 -5.0869 -2.4407
C -1.3290 -5.2573 -0.3950
C -1.0894 -3.2679 -1.8567
C -1.9983 -2.3183 -2.3143
C -1.6596 -0.9786 -2.2696
N -0.5028 -0.5402 -1.7803
C 0.3906 -1.4326 -1.3412
C 0.1315 -2.7901 -1.3812
C 1.6587 -0.8669 -0.8016
C 2.5985 -1.6604 -0.1743
C 3.8028 -1.1297 0.2918
C 3.9767 0.2376 0.1269
C 2.9940 0.9892 -0.4879
N 1.8584 0.4616 -0.9540
C 4.8502 -2.0364 0.9187
C 4.2500 -2.7253 2.1509
C 6.0952 -1.2603 1.3450
C 5.2578 -3.0947 -0.1182
H -0.4943 -6.5525 -2.6806
H 0.7041 -5.3351 -2.2608
H -0.2921 -5.1299 -3.7069
H -2.9012 -6.1644 -2.4106
H -2.8200 -4.7722 -3.4826
H -3.5507 -4.6214 -1.8730
H -1.5273 -6.3287 -0.3657
H -2.0885 -4.7575 0.2097
H -0.3567 -5.0853 0.0677
H -2.9634 -2.6017 -2.7056
H -2.3491 -0.2209 -2.6234
H 0.8742 -3.4928 -1.0360
H 2.3979 -2.7127 -0.0423
H 4.8684 0.7416 0.4672
H 3.1116 2.0547 -0.6234
H 3.9806 -1.9954 2.9155
H 4.9852 -3.4053 2.5821
H 3.3628 -3.3095 1.9079
H 5.8623 -0.4983 2.0908
H 6.5866 -0.7818 0.4965
H 6.8105 -1.9496 1.7925
H 4.4129 -3.7145 -0.4210
H 6.0137 -3.7523 0.3112
H 5.6788 -2.6293 -1.0104
O 0.2459 4.4707 -2.9120
S 1.3722 4.6971 -2.0310
O 2.6385 4.9523 -2.9658
O 1.6969 3.3974 -1.3464
O 1.3353 5.7947 -1.1318
Cl 2.9579 2.3582 -4.4323
Si 3.0133 4.3943 -4.4609
Cl 4.8816 5.0196 -4.8415
Cl 1.7332 5.0824 -5.8485
F -2.0036 6.6344 4.8770
C -0.9538 6.6540 4.0352
F 0.1601 6.6008 4.7902
F -0.9587 7.8327 3.4014
C -1.0060 5.4885 3.0786
C -0.7994 5.6711 1.7230
C -0.8129 4.5697 0.8776
C -1.0288 3.2987 1.3914
C -1.2417 3.1226 2.7605
C -1.2304 4.2179 3.6014
P -1.1028 1.9101 0.2346
C -0.7375 0.4352 1.2316
C 0.3929 0.4578 2.0475
C 0.7895 -0.6816 2.7302
C 0.0552 -1.8499 2.5935
C -1.0772 -1.8824 1.7924
C -1.4707 -0.7444 1.1124
C 0.4712 -3.1237 3.2763
F 1.4674 -2.9377 4.1496
F -0.5528 -3.6879 3.9323
F 0.8993 -4.0298 2.3614
C -2.8541 1.8164 -0.2353
C -3.2249 2.2730 -1.4969
C -4.5598 2.2761 -1.8772
C -5.5216 1.8272 -0.9881
C -5.1681 1.4005 0.2864
C -3.8375 1.4023 0.6637
C -6.9664 1.7602 -1.4187
F -7.2482 2.6733 -2.3585
F -7.2454 0.5467 -1.9387
F -7.8002 1.9547 -0.3870
H -0.6095 6.6550 1.3186
H -0.6401 4.7262 -0.1790
H -1.4011 2.1350 3.1747
H -1.3942 4.0912 4.6633
H 0.9698 1.3694 2.1547
H 1.6637 -0.6574 3.3663
H -1.6475 -2.7976 1.6964
H -2.3447 -0.7845 0.4771
H -2.4811 2.6525 -2.1903
H -4.8478 2.6374 -2.8549
H -5.9330 1.0816 0.9812
H -3.5666 1.0880 1.6635

Atoms 1-3, force components in eV/Å:
Sn 0.005 -0.021 -0.172
C -0.013 -0.003 0.015
C -0.004 -0.015 0.005

Output
**Spin multiplicity**: 1
**Molecular weight**: 1083.906 g/mol
**Total charge**: +1
**ΔE to the lowest compared entry with this formula, charge and spin**: 0.0 kcal/mol
**Gap between HOMO and LUMO**: 8.12 eV
**LUMO level**: -3.47 eV

Results of the Mulliken charge analysis, in e, for atoms 1 through 8: Sn 0.748; C -1.634; C 1.875; C -2.258; C -1.427; C 0.431; C -0.608; C -1.305

***

A 7-piece molecular cluster, C39H36F6O overall in a non-equilibrium geometry. Source: the Open Molecules 2025 dataset; level of theory: ωB97M-V/def2-TZVPD.

Element x y z (Å)
F 0.2037 -0.8589 -6.5350
C 0.5517 0.1717 -7.2933
C 0.4753 1.4124 -6.6825
C 1.0363 2.4775 -7.3488
C 1.6215 2.3220 -8.6503
C 1.6396 1.0970 -9.2793
C 1.1471 -0.0338 -8.5369
H 0.0065 1.4956 -5.7131
H 1.0293 3.4787 -6.9439
H 2.1363 3.1583 -9.0995
H 2.0564 0.8760 -10.2508
H 1.2552 -1.0286 -8.9431
F -5.9064 4.9286 10.2890
C -6.2282 4.9478 8.9680
C -7.4726 4.4550 8.5531
C -7.8132 4.4243 7.2124
C -6.7716 4.7769 6.2750
C -5.4907 5.2699 6.7103
C -5.3139 5.4171 8.0901
H -8.1767 4.0032 9.2362
H -8.8247 4.1292 6.9756
H -6.9162 4.5102 5.2385
H -4.7126 5.4166 5.9758
H -4.3268 5.7132 8.4133
F 0.3345 2.6043 2.2209
C 0.0986 1.3797 1.7262
C -0.6777 0.4309 2.4290
C -0.9995 -0.8471 1.9847
C -0.2700 -1.2761 0.8877
C 0.6544 -0.4745 0.2340
C 0.8121 0.9133 0.6023
H -1.0630 0.6767 3.4075
H -1.5580 -1.5821 2.5452
H -0.3548 -2.3185 0.6184
H 1.3363 -0.7354 -0.5619
H 1.5345 1.4397 -0.0040
F 7.5680 2.0331 -2.5791
C 8.3239 2.4600 -3.6718
C 7.7353 2.6811 -4.8649
C 8.5394 2.9609 -6.0132
C 9.9566 2.9383 -5.8681
C 10.5714 2.7147 -4.6147
C 9.7314 2.4607 -3.5210
H 6.6668 2.6811 -5.0227
H 8.0850 3.1896 -6.9659
H 10.6500 3.2076 -6.6511
H 11.6483 2.7144 -4.5333
H 10.2181 2.3165 -2.5677
F -8.1500 -2.0368 10.3749
C -7.2215 -3.0079 10.4708
C -6.9286 -3.7016 11.6248
C -6.0506 -4.7468 11.5830
C -5.3216 -5.1049 10.4002
C -5.5911 -4.3352 9.2369
C -6.5044 -3.2713 9.2995
H -7.4935 -3.5116 12.5255
H -5.8337 -5.3735 12.4354
H -4.6433 -5.9452 10.3848
H -5.0382 -4.4961 8.3232
H -6.6616 -2.7331 8.3765
F 9.7063 -4.6790 -7.3453
C 8.5609 -4.8944 -6.6346
C 7.5941 -3.8787 -6.4894
C 6.3444 -4.1459 -5.8423
C 6.2454 -5.4187 -5.2920
C 7.2671 -6.4080 -5.3649
C 8.4280 -6.1384 -6.0743
H 7.8292 -2.9451 -6.9789
H 5.5639 -3.4063 -5.7410
H 5.3585 -5.5509 -4.6901
H 7.1986 -7.3411 -4.8255
H 9.2556 -6.8266 -5.9865
C -5.6475 1.7365 -1.0219
C -6.2630 0.4691 -0.4830
C -5.8878 -0.7674 -1.2093
O -6.9324 0.3704 0.5201
H -4.5609 1.7789 -0.9477
H -6.0632 2.6233 -0.5436
H -5.8201 1.9051 -2.0849
H -6.3687 -1.5889 -0.6784
H -4.8631 -1.0471 -0.9649
H -6.2545 -0.7110 -2.2342

Atoms 1-3, force components in eV/Å:
F -0.550 -1.079 0.172
C 1.314 0.395 -0.761
C 0.078 0.312 -0.481

Output
**Spin multiplicity**: 1
**Molecular weight**: 634.704 g/mol
**Total charge**: 0
**ΔE to the lowest compared entry with this formula, charge and spin**: 54.5 kcal/mol
**Gap between HOMO and LUMO**: 9.40 eV
**SMILES**: Fc1ccccc1.Fc1ccccc1.Fc1ccccc1.Fc1ccccc1.Fc1ccccc1.Fc1ccccc1.CC(C)=O
**LUMO level**: 0.35 eV

Results of the Mulliken charge analysis, in e, for atoms 1 through 8: F -0.296; C 0.405; C -0.379; C -0.351; C -0.472; C -0.382; C -0.419; H 0.418